Computed, not measured: C11H34FN8O5Sr as an isolated structure at a distorted geometry, with ωB97M-V/def2-TZVPD.

Positions of all 60 atoms, in Å:
Sr: -0.9618 0.7650 1.6600
F: -1.0029 0.2977 -0.9483
C: -2.6684 -3.7451 1.3197
C: -2.0211 -2.5384 1.9001
C: -0.4920 -2.8992 1.7673
O: 0.1628 -1.6998 2.2055
C: 1.0136 -1.9576 3.3137
N: -2.5590 -1.4985 1.1384
H: -2.5500 -4.5408 2.0552
H: -2.2787 -4.0982 0.3650
H: -3.7360 -3.6216 1.1378
H: -2.2289 -2.4183 2.9633
H: -0.0497 -3.0811 0.7878
H: -0.2478 -3.7376 2.4195
H: 1.7187 -1.1274 3.3546
H: 1.6180 -2.8629 3.2576
H: 0.3885 -1.8311 4.1976
H: -3.5489 -1.4608 1.3351
H: -2.6532 -1.7291 0.1596
C: 2.0366 0.2801 -0.0244
C: 2.7173 0.7294 1.2522
C: 3.9639 1.6374 1.1211
O: 3.9008 2.6970 0.1489
C: 4.8910 3.6658 0.2222
N: 1.7276 1.2347 2.1429
H: 2.7505 -0.0692 -0.7703
H: 1.5328 1.1255 -0.4929
H: 1.4422 -0.6101 0.1816
H: 3.1027 -0.2162 1.6336
H: 4.8128 1.0235 0.8201
H: 4.2995 1.9809 2.0996
H: 4.6356 4.1963 1.1396
H: 4.7589 4.4533 -0.5197
H: 5.8720 3.2073 0.3466
H: 2.1222 1.3271 3.0681
H: 1.5643 2.2080 1.9281
C: 0.2731 1.6384 -3.9524
O: 0.8626 1.8669 -4.9311
N: 0.8747 1.8240 -2.8247
N: -0.8275 0.9390 -3.8380
H: 1.6924 2.4062 -2.7134
H: 0.2822 1.6715 -2.0210
H: -1.1925 0.5427 -4.6923
H: -1.0917 0.5817 -2.9310
C: -3.6420 2.1458 0.6032
O: -3.2952 1.4003 1.5196
N: -3.0272 2.4982 -0.4360
N: -4.7933 2.7089 0.6763
H: -3.6618 3.0642 -0.9809
H: -2.2335 1.9785 -0.7825
H: -5.1493 3.5114 0.1770
H: -5.3380 2.3383 1.4418
C: -0.3307 -2.4943 -3.2948
O: -0.0160 -3.4449 -3.9805
N: 0.4580 -1.6499 -2.7047
N: -1.5065 -2.1284 -2.8347
H: 1.4374 -1.5476 -2.9291
H: 0.1055 -1.0042 -2.0127
H: -2.3851 -2.5651 -3.0744
H: -1.5297 -1.3676 -2.1708

## Properties
Electronic energy, Eh: -1384.22845
Gap between HOMO and LUMO, eV: 7.3
Net charge: +1
LUMO energy, eV: -3.74